Entry 1:
The molecule C11H8Br2O2, computed with the ωB97M-V functional and the def2-TZVPD basis.

Properties
F_max: 4.81 eV/Å
SMILES string: CC1=C(Br)C(=O)C2=C3CC[C@@](Br)(C3=O)[C@H]12
energy relative to the best compared isomer or geometry (same formula, charge and spin): 13.46 kcal/mol

ORCA input file:
```
! wB97M-V def2-TZVPD RIJCOSX def2/J DEFGRID3
* xyz 0 1
C -0.89 2.18 -0.96
C -1.11 0.71 -1.11
C -2.19 -0.08 -0.79
Br -3.92 0.59 -0.24
C -1.93 -1.55 -0.53
O -2.61 -2.34 0.09
C -0.63 -1.61 -1.14
C 0.44 -2.33 -0.67
C 0.58 -2.46 0.77
C 0.94 -0.98 0.95
C 1.20 -0.37 -0.51
Br 2.28 1.20 -0.41
C 1.74 -1.64 -1.02
O 2.79 -1.98 -1.44
C -0.04 -0.26 -1.43
H -1.83 2.77 -1.34
H 0.04 2.57 -1.29
H -0.95 2.32 0.11
H -0.29 -2.76 1.29
H 1.32 -3.34 1.13
H 0.11 -0.56 1.53
H 1.84 -0.69 1.49
H 0.42 -0.18 -2.49
*
```

Need the Löwdin charges? In units of e they are: -0.0589 -0.2364 -0.4973 0.7328 -0.4073 0.0955 -0.0585 -0.0250 -0.1029 -0.1025 -0.7113 0.8632 -0.4080 0.1820 -0.2179 0.1213 0.0218 0.0875 0.0965 0.1764 0.1418 0.1042 0.2031

Entry 2:
The molecule C11H8BrN5, computed with the ωB97M-V functional and the def2-TZVPD basis.

Properties
F_max: 3.03 eV/Å
SMILES string: Brc1c(Nc2ncc[nH]2)ccc2nccnc12
energy relative to the best compared isomer or geometry (same formula, charge and spin): 0.00 kcal/mol

ORCA input file:
```
! wB97M-V def2-TZVPD RIJCOSX def2/J DEFGRID3
* xyz 0 1
Br 2.76 1.02 -0.28
C 0.90 0.41 -0.20
C 0.40 -0.56 0.69
N 1.28 -1.27 1.50
C 2.12 -2.28 1.09
N 2.41 -3.17 1.97
C 3.29 -4.03 1.32
C 3.46 -3.66 0.00
N 2.69 -2.51 -0.12
C -0.97 -0.87 0.72
C -1.90 -0.21 -0.11
C -1.37 0.75 -0.98
N -2.28 1.36 -1.76
C -1.79 2.29 -2.61
C -0.45 2.61 -2.68
N 0.48 2.00 -1.91
C 0.00 1.07 -1.04
H 0.93 -1.47 2.44
H 3.71 -4.94 1.80
H 4.13 -4.09 -0.69
H 2.62 -1.86 -0.92
H -1.30 -1.60 1.44
H -2.96 -0.41 -0.01
H -2.49 2.85 -3.21
H -0.08 3.28 -3.42
*
```

Need the Löwdin charges? In units of e they are: 0.7446 -0.4717 -0.2784 0.0867 -0.4511 0.0920 -0.1516 -0.1085 0.1007 0.0114 0.0169 -0.2509 0.1331 -0.1007 -0.1003 0.0999 -0.2840 0.1474 0.1009 0.0886 0.1334 0.1136 0.1203 0.1060 0.1016

Number 1: orbital gap 8.3 eV. Number 2: orbital gap 7.0 eV.